1.
The following is a DFT calculation (ωB97M-V/def2-TZVPD) of a 2-piece molecular cluster, C3H6N2O2 overall.

Geometry as XYZ:
```
13
Properties=species:S:1:pos:R:3:forces:R:3
C 0.871 1.618 -0.896 0.02 0.08 0.07
N 0.482 0.436 -0.161 -0.22 -0.24 0.20
C 0.272 0.538 1.110 0.21 0.28 -0.20
C -0.850 -2.120 -0.592 0.12 0.14 0.11
O -0.361 -0.793 1.501 -0.18 0.02 -0.70
N -1.276 -1.033 -0.158 0.20 -0.18 0.56
O 0.429 1.329 2.016 -0.15 -0.30 -0.12
H -1.042 -0.598 2.165 0.03 0.04 -0.06
H 0.984 2.491 -0.242 0.01 -0.07 -0.03
H 1.809 1.446 -1.428 -0.04 0.03 0.04
H 0.106 1.854 -1.644 0.05 -0.02 0.04
H 0.107 -2.577 -0.363 -0.07 0.04 0.08
H -1.531 -2.590 -1.308 0.02 0.17 0.02
```
Positions in Å, forces in eV/Å.

Summary:
LUMO level (alpha / beta)	-0.0636 / -0.0639	Eh
ΔE to the lowest compared entry with this formula, charge and spin	149.1	kcal per mole
largest force on an atom	0.73	eV/A

2.
The following is a DFT calculation (ωB97M-V/def2-TZVPD) of a 7-piece molecular cluster, H15NO6 overall.

Geometry as XYZ:
```
22
Properties=species:S:1:pos:R:3:forces:R:3
N 2.272 0.976 -0.699 2.01 1.42 0.40
H 1.336 0.713 -0.991 0.96 -0.32 0.48
H 3.033 0.409 -0.294 -1.67 -0.28 -0.52
H 2.762 1.747 -1.180 -1.17 -0.69 0.13
O -1.334 3.045 1.529 -1.14 -1.24 -0.57
H -0.677 3.501 0.969 -0.88 -0.68 -0.18
H -1.980 2.445 1.008 2.13 1.80 0.78
O -0.576 -1.382 1.957 -2.34 -4.79 2.45
H 0.021 -0.723 2.127 2.64 3.26 0.67
H -0.531 -1.965 2.835 -0.27 1.88 -3.04
O -0.241 -1.817 -3.247 -1.06 0.32 0.55
H -0.586 -2.255 -2.439 0.32 0.37 -0.22
H 0.503 -2.339 -3.494 0.85 -0.54 -0.36
O -0.639 0.638 -1.524 2.08 1.62 -0.04
H 0.095 0.381 -2.121 -1.09 -0.14 0.09
H -1.281 -0.022 -1.627 -1.25 -1.57 -0.36
O -0.534 -2.564 -0.542 -0.77 0.41 -0.59
H -0.687 -2.002 0.245 0.52 -0.61 0.04
H 0.126 -3.230 -0.374 0.24 -0.03 0.55
O 0.904 1.232 2.580 -2.64 2.23 -1.85
H 1.336 1.523 1.727 -0.32 -0.67 1.11
H -0.014 1.777 2.470 2.87 -1.74 0.48
```
Positions in Å, forces in eV/Å.

Summary:
LUMO level	0.0165	Eh
ΔE to the lowest compared entry with this formula, charge and spin	38.4	kcal per mole
largest force on an atom	5.87	eV/A

3.
The following is a DFT calculation (ωB97M-V/def2-TZVPD) of C3H10BaBr2Nb as an isolated structure.

Geometry as XYZ:
```
17
Properties=species:S:1:pos:R:3:forces:R:3
C 2.083 -0.623 0.236 1.15 0.67 -0.69
C 1.299 0.437 -0.738 -1.20 -0.75 0.61
Br 2.460 1.810 -1.614 0.54 -1.60 0.45
C 0.109 1.240 0.055 1.45 -1.10 1.28
Br -0.274 2.971 -0.952 -1.08 -1.48 1.36
Nb -1.760 -0.132 -0.033 1.15 6.71 -5.41
H 1.341 -1.451 0.603 1.29 1.57 -0.58
H 2.948 -1.148 -0.396 -2.04 1.08 1.38
H 2.633 -0.056 1.123 -1.43 -1.24 -1.79
H 0.791 -0.183 -1.591 1.22 1.30 1.30
H 0.398 1.478 1.172 -0.16 0.02 -2.41
H -0.801 -1.495 -0.801 -0.11 -1.35 1.27
H -1.390 -0.838 1.631 0.46 3.52 -1.19
H -2.786 1.128 0.814 -0.27 -0.96 0.96
H -2.205 0.566 -1.664 -0.32 -0.67 0.40
H -3.224 -1.234 -0.172 0.15 -1.02 1.26
Ba -1.624 -2.471 2.329 -0.80 -4.73 1.80
```
Positions in Å, forces in eV/Å.

Summary:
LUMO level	-0.2027	Eh
total charge	+1
largest force on an atom	8.69	eV/A

4.
The following is a DFT calculation (ωB97M-V/def2-TZVPD) of one molecule with the formula C13H13N.

Geometry as XYZ:
```
27
Properties=species:S:1:pos:R:3:forces:R:3
N -2.068 1.967 -1.892 -4.05 -3.33 -0.30
C -1.058 2.566 -1.164 -0.65 2.78 -0.91
C -0.981 2.503 0.331 -1.29 -0.92 -0.08
C -0.011 1.754 -0.597 0.08 1.43 1.54
C 0.053 0.326 -0.643 -0.26 -2.54 0.74
C -0.162 -0.327 -1.817 0.92 -0.83 -0.64
C 0.171 -1.712 -1.989 -1.72 1.27 -1.89
C 0.519 -2.427 -0.938 0.68 -2.88 0.68
C 0.570 -1.883 0.348 0.91 0.10 0.01
C 1.130 -2.744 1.349 -1.19 0.82 1.26
C 1.464 -2.196 2.579 -1.80 2.09 -3.37
C 1.301 -0.765 2.785 1.15 -0.73 0.76
C 0.788 0.045 1.814 -0.49 -0.18 -1.23
C 0.333 -0.496 0.515 1.92 0.42 1.48
H -2.415 1.019 -1.466 0.95 2.34 -1.01
H -2.935 2.534 -2.038 1.29 -0.46 0.42
H -0.911 3.536 -1.682 0.90 -0.56 0.63
H -0.475 3.287 0.849 -0.38 0.49 0.56
H -1.907 1.999 0.746 1.60 0.51 -0.10
H 0.881 2.337 -0.573 1.12 -0.32 -0.02
H -0.434 0.283 -2.648 -0.13 0.11 -0.65
H 0.021 -2.247 -2.936 0.26 0.69 0.17
H 0.840 -3.505 -1.076 -0.55 1.31 0.24
H 1.035 -3.829 1.119 0.67 0.87 0.46
H 1.703 -2.810 3.341 1.17 -1.78 2.53
H 1.753 -0.342 3.739 -0.92 -0.43 -1.33
H 0.793 1.127 1.946 -0.19 -0.27 0.05
```
Positions in Å, forces in eV/Å.

Summary:
LUMO level	0.0275	Eh
ΔE to the lowest compared entry with this formula, charge and spin	24.2	kcal per mole
largest force on an atom	5.25	eV/A